# 1
Molecular formula: C7H4N4
Method: DFT, ωB97M-V with the def2-TZVPD basis set

```
15
Properties=species:S:1:pos:R:3:forces:R:3
C 0.788191 2.288251 -0.490185 -0.42 -1.37 0.17
C 2.320844 -0.460111 1.122702 -1.22 0.65 -1.26
C -0.059839 -1.876261 -1.247014 0.10 0.17 0.40
C 0.473248 1.017131 -0.019185 -0.13 -0.50 0.43
C 1.528338 0.412289 0.465818 -0.68 -0.44 0.52
C -1.021470 0.713330 -0.053068 0.66 0.28 4.10
C -1.295562 -0.694861 0.467795 -0.54 -0.20 1.55
N 0.954906 3.390384 -0.608465 0.70 3.90 -0.93
N 2.978468 -1.331377 1.480839 1.22 -1.09 0.95
N 0.515273 -2.183330 -2.220391 0.28 -0.04 -1.07
N -0.514767 -1.724302 -0.081123 0.28 -0.88 0.38
H -1.662455 1.498639 0.547353 1.52 -1.39 -1.09
H -1.350883 0.733522 -1.025164 -0.65 0.30 -2.49
H -1.378084 -0.976509 1.582854 0.33 1.38 -1.53
H -2.276214 -0.806793 0.077229 -1.44 -0.77 -0.14
```
Forces are in eV/Å.

The calculation puts the HOMO energy (spin up / spin down) at -10.8 / -10.2 eV. The calculation puts the max |F| at 4.163 eV/Å. As for the LUMO energy (spin up / spin down): -2.155 / -2.680 eV.

# 2
Molecular formula: C32H22B3INO11P
Method: DFT, ωB97M-V with the def2-TZVPD basis set

```
71
Properties=species:S:1:pos:R:3:forces:R:3
O -4.389200 -6.611838 -4.171022 0.57 -0.01 1.33
C -4.342326 -5.454400 -4.079292 -1.72 0.69 -2.51
N -4.503253 -4.253172 -4.327458 2.02 -0.61 0.61
B -3.320027 -3.672263 -5.001400 0.12 1.56 -0.39
O -2.475125 -2.720164 -4.366644 0.28 -2.20 -1.31
B -1.129818 -2.838746 -4.793612 1.16 1.80 0.44
C -0.088285 -1.675371 -4.349276 -0.72 -0.19 0.34
C 0.988253 -2.338276 -3.371181 -0.30 -0.34 0.03
C 1.241118 -1.511328 -2.066439 0.33 0.44 -0.94
O 2.196757 -0.789408 -1.991553 -0.68 -0.51 0.28
O 0.310873 -1.600604 -1.009006 -0.09 0.18 -1.39
O -0.595866 -3.913449 -5.558895 -3.08 0.04 0.57
B -1.655954 -4.642109 -6.152645 1.25 1.47 -0.84
P -1.516509 -6.485416 -6.715541 -1.08 -1.88 0.12
O -0.674476 -7.351919 -5.514613 0.02 1.19 -0.44
I -0.174128 -6.418747 -8.781240 0.04 0.19 0.82
O -2.939355 -4.029378 -6.339011 0.98 -1.22 2.50
H 0.375990 -1.235257 -5.275066 -0.20 -0.37 1.05
H -0.645330 -0.857765 -3.810332 0.52 -0.73 -0.63
H 0.618250 -3.372431 -3.114333 0.62 0.98 -0.03
H 1.954354 -2.415050 -3.929084 -0.77 -0.03 0.79
H -0.322897 -0.855627 -1.094491 0.53 -0.39 0.18
H -1.283347 -7.597242 -4.790673 0.18 0.05 -0.68
C 1.342192 -4.598423 2.494297 0.02 0.16 0.07
C 1.009794 -3.607812 1.572150 0.07 -0.02 0.15
C 1.146229 -2.270224 1.911671 -0.07 -0.07 -0.13
C 1.603621 -1.917344 3.176873 -0.03 -0.29 0.02
C 1.913822 -2.906639 4.109650 -0.04 -0.05 -0.15
C 1.792746 -4.249334 3.760965 -0.07 -0.17 -0.15
C 2.355192 -2.538671 5.477928 0.14 -0.53 0.41
O 2.630139 -3.398743 6.292744 -0.03 0.14 -0.08
C 2.446525 -1.100207 5.837587 -0.01 0.23 0.03
C 2.803299 -0.736756 7.133516 0.04 0.15 0.16
C 2.903932 0.604472 7.475802 -0.02 -0.07 -0.11
C 2.657449 1.588927 6.522386 -0.01 -0.09 -0.06
C 2.296293 1.231882 5.231276 0.04 0.13 0.16
C 2.180499 -0.112550 4.887524 0.07 0.05 0.19
C 1.759431 -0.484899 3.514626 -0.15 0.40 -0.52
O 1.537519 0.366824 2.674201 0.06 0.09 0.17
H 1.244161 -5.644227 2.225613 0.01 0.06 0.03
H 0.646392 -3.880453 0.587929 0.02 0.07 0.05
H 0.892555 -1.503782 1.191464 0.12 -0.02 0.14
H 2.044838 -5.023258 4.476519 0.00 0.18 0.05
H 2.999312 -1.498695 7.879005 -0.03 -0.05 -0.19
H 3.176814 0.884950 8.486790 -0.01 -0.03 -0.07
H 2.743222 2.636242 6.789178 -0.01 -0.07 -0.02
H 2.100616 2.001803 4.494259 -0.05 -0.18 -0.03
C 1.755098 5.110566 2.136150 -0.12 -0.05 -0.10
C 1.701442 3.741033 1.891210 -0.08 0.08 -0.07
C 0.779924 3.231680 0.985307 0.18 -0.13 0.13
C -0.098840 4.089136 0.330959 0.11 0.10 0.14
C -0.061363 5.460067 0.594992 0.12 -0.12 0.07
C 0.875424 5.968928 1.490426 0.13 -0.01 0.14
C -1.024647 6.379919 -0.058197 0.08 0.67 0.18
O -0.991038 7.574644 0.167703 -0.03 -0.15 -0.05
C -2.036491 5.815760 -0.986185 -0.18 -0.11 -0.14
C -2.984169 6.657039 -1.563374 -0.18 0.04 -0.14
C -3.926313 6.142030 -2.442545 0.10 -0.05 0.06
C -3.920311 4.785550 -2.756352 0.09 0.01 0.07
C -2.981554 3.942420 -2.179566 -0.18 0.03 -0.12
C -2.043324 4.452777 -1.285852 -0.14 0.13 -0.10
C -1.066672 3.535826 -0.647799 0.08 -0.69 -0.09
O -1.063957 2.347998 -0.919214 -0.04 0.13 0.00
H 2.481003 5.508198 2.836578 -0.05 -0.01 -0.05
H 2.379827 3.069926 2.405046 -0.07 -0.02 -0.10
H 0.746423 2.165268 0.794966 -0.05 0.10 -0.03
H 0.917353 7.033606 1.688521 -0.14 -0.07 -0.11
H -2.991584 7.714360 -1.325209 0.15 -0.11 0.07
H -4.666299 6.798134 -2.886626 0.06 -0.04 0.03
H -4.652326 4.385574 -3.448826 0.05 0.02 0.05
H -2.983897 2.886439 -2.423258 0.12 0.07 0.13
```
Forces are in eV/Å.

The calculation puts the HOMO energy at -8.7 eV. The calculation puts the max |F| at 3.135 eV/Å. As for the LUMO energy: -1.055 eV.

# 3
Molecular formula: C32H90F3O16Y
Method: DFT, ωB97M-V with the def2-TZVPD basis set

```
142
Properties=species:S:1:pos:R:3:forces:R:3
Y 1.367532 21.098164 -2.624566 -4.81 2.92 -0.78
C -1.062797 23.240017 -1.349278 0.78 0.54 0.60
O -1.430117 22.268351 -0.381336 -0.42 0.34 -0.38
O -0.281545 22.648466 -2.296033 1.82 -1.63 -0.58
C -2.339243 23.936895 -1.869249 0.36 0.36 -0.83
F -2.085646 24.722806 -2.956702 0.39 -0.28 0.15
F -3.279331 23.091718 -2.237571 -0.47 -0.30 0.16
F -2.786902 24.771414 -0.932953 -0.21 -0.18 0.15
C -1.750805 22.707527 0.955632 0.59 -0.46 1.38
C -2.406267 21.559754 1.691962 -0.32 -0.08 -0.61
H -3.405795 21.354188 1.302548 -0.08 0.13 0.15
H -1.837040 20.644738 1.546703 0.12 -0.06 0.19
H -2.451407 21.790718 2.753452 -0.12 -0.03 0.03
H -2.365599 23.599603 1.027491 -0.01 0.06 -0.52
H -0.812051 22.906561 1.490076 0.04 0.32 -0.29
H -0.510794 24.075652 -0.875463 -0.07 -0.24 0.22
C 2.127399 25.341646 -4.396453 -0.52 -0.21 0.31
C 2.485364 24.454796 -3.232939 0.16 0.44 -0.05
O 2.354427 23.044163 -3.672231 0.68 -0.85 1.09
H 2.294437 26.376775 -4.105831 0.13 0.06 -0.23
H 1.061872 25.216155 -4.592077 0.02 0.09 -0.12
H 2.670253 25.089570 -5.306162 0.21 0.14 0.07
H 1.823472 24.620581 -2.385449 -0.21 -0.30 -0.10
H 3.504018 24.613316 -2.874653 0.04 -0.17 -0.12
H 3.171396 22.880148 -4.165380 -0.15 0.04 -0.29
C -0.973425 26.575088 1.759763 -0.55 0.82 -0.21
C -0.340477 25.936225 2.970254 0.38 -0.12 0.07
O -1.292267 25.159314 3.679390 0.09 -0.39 -0.59
H -1.070287 25.914775 0.893940 0.04 -0.17 0.13
H -0.449199 27.476441 1.429561 0.34 -0.23 0.01
H -1.973624 26.957553 1.984695 -0.03 -0.28 0.18
H 0.089468 26.681654 3.647413 -0.10 0.15 -0.14
H 0.510011 25.318723 2.627510 -0.10 -0.05 0.14
H -0.799678 24.682218 4.364237 -0.23 0.38 0.26
C -3.185833 22.385077 6.873965 -0.08 0.25 0.41
C -4.003078 21.876923 5.699442 1.05 0.71 -0.08
O -4.586063 20.664189 6.068166 -0.37 -0.09 -0.02
H -2.638038 23.311068 6.678587 0.00 -0.12 -0.38
H -2.473899 21.612467 7.168271 -0.01 0.03 0.09
H -3.813506 22.624396 7.735423 -0.10 -0.29 -0.04
H -3.287276 21.745639 4.865709 -0.20 -0.14 -0.07
H -4.706049 22.652893 5.367792 -0.25 -0.20 0.11
H -4.960943 20.240159 5.283315 0.13 -0.15 0.10
C -4.325083 19.060694 -1.235549 0.24 0.07 0.26
C -3.448207 19.919155 -2.139354 -0.77 -0.70 -0.44
O -2.580739 19.120233 -2.967361 0.25 0.33 0.35
H -5.079587 18.526792 -1.811703 0.00 -0.04 0.01
H -4.836110 19.683524 -0.495022 -0.07 0.04 -0.14
H -3.734086 18.328148 -0.678811 0.03 -0.01 -0.10
H -2.852438 20.614751 -1.557496 0.23 0.00 -0.12
H -4.119547 20.471111 -2.802286 0.21 0.35 0.14
H -3.116281 18.764602 -3.683930 0.01 -0.06 0.03
C -1.106972 26.401836 -6.113068 -0.05 -0.65 -0.04
C -2.000363 27.559455 -6.490099 0.08 -0.27 -0.13
O -1.176197 28.621458 -6.930362 -0.06 0.02 0.12
H -1.723166 25.590343 -5.706975 0.02 0.14 0.23
H -0.353609 26.700003 -5.385102 -0.05 0.04 0.03
H -0.602961 25.947017 -6.969925 0.07 0.36 -0.12
H -2.605059 27.842383 -5.621662 0.00 0.10 -0.05
H -2.675123 27.216378 -7.284414 -0.08 0.21 0.03
H -1.693370 29.432144 -6.944553 0.03 0.03 -0.10
C 0.416923 19.107054 1.239928 -0.18 0.56 0.32
C -0.318309 19.036105 -0.075031 0.34 -0.35 -0.19
O 0.002356 20.196456 -0.919054 0.95 0.31 -0.71
H 0.195166 18.254710 1.880887 0.11 -0.23 -0.25
H 0.119844 19.973868 1.835978 0.04 0.09 -0.18
H 1.491687 19.182904 1.067036 0.02 -0.21 0.09
H -1.402494 18.985948 -0.000542 -0.01 0.12 0.10
H 0.002965 18.150605 -0.622432 -0.07 0.08 -0.16
H -0.613020 20.971666 -0.688833 0.06 -0.17 0.07
C -6.218532 24.379435 -0.348674 0.40 0.48 -0.44
C -6.499268 22.898885 -0.180865 -0.55 0.89 0.22
O -7.911431 22.687113 -0.203683 0.17 -0.58 0.13
H -6.386530 24.960825 0.559890 -0.14 -0.20 0.09
H -6.848686 24.825226 -1.118942 -0.04 -0.12 -0.03
H -5.183977 24.579138 -0.640553 0.02 -0.15 0.05
H -6.036773 22.601392 0.765403 -0.10 -0.47 -0.12
H -6.121238 22.298336 -1.005883 0.19 0.03 0.03
H -8.316570 23.002384 0.609872 0.09 0.13 0.00
C 0.225650 22.187779 4.902492 -0.68 -0.25 0.08
C 1.132027 23.287083 5.402757 -0.02 -0.38 0.56
O 0.345906 24.398218 5.842033 0.26 -0.28 -0.33
H -0.342081 22.465260 4.007581 0.41 -0.02 -0.23
H -0.565882 21.929665 5.611601 0.26 0.19 0.30
H 0.804883 21.273139 4.764119 0.00 0.06 -0.35
H 1.858287 23.560514 4.628449 -0.10 0.25 0.03
H 1.695545 22.891364 6.252227 0.07 0.06 -0.04
H 0.820971 24.852548 6.542773 -0.08 0.15 -0.03
C -1.064161 27.948013 -2.533724 -0.49 0.54 -0.70
C 0.245052 27.581294 -1.929990 0.97 -0.58 0.88
O 0.731283 28.566818 -1.024150 -0.40 0.16 -0.19
H -1.891637 27.760547 -1.853634 -0.02 0.02 0.02
H -1.220731 27.393542 -3.461216 -0.10 -0.30 0.21
H -1.105409 28.989237 -2.861305 0.17 0.08 0.30
H 1.021909 27.391751 -2.679469 -0.20 0.06 -0.20
H 0.111552 26.648764 -1.348955 0.04 -0.09 -0.25
H 1.633203 28.338832 -0.784511 0.01 0.08 0.06
C -6.647341 21.943266 -3.844195 0.11 0.95 -0.19
C -7.037923 20.789412 -4.722305 -0.50 -0.15 -0.02
O -5.998699 20.464340 -5.639902 0.17 -0.13 -0.01
H -7.417590 22.208757 -3.118542 0.09 -0.24 0.17
H -6.511045 22.847859 -4.453354 -0.08 -0.10 -0.06
H -5.675672 21.793997 -3.369314 -0.18 -0.23 0.24
H -7.965835 21.012045 -5.259481 0.08 0.09 -0.03
H -7.271223 19.895584 -4.142743 0.32 -0.08 0.01
H -5.998760 21.142129 -6.322128 -0.05 -0.06 -0.06
C -2.988055 21.840306 -7.084895 -0.78 0.95 0.66
C -3.198592 22.673563 -5.818220 -0.09 -1.23 -0.16
O -1.972859 22.656447 -5.060903 0.69 0.43 0.04
H -2.445062 22.437428 -7.814191 0.33 -0.43 -0.14
H -3.983027 21.637549 -7.484427 0.13 -0.11 -0.22
H -2.545201 20.889294 -6.800790 0.22 -0.02 -0.28
H -3.949127 22.157182 -5.215310 -0.10 0.29 0.08
H -3.530418 23.684930 -6.047725 0.18 0.09 0.10
H -1.863418 23.474147 -4.562347 -0.23 0.01 0.02
C -4.807264 29.006059 -1.848509 -0.01 -0.13 0.24
C -5.191677 27.899078 -0.873330 -0.34 0.48 0.21
O -6.602486 27.671729 -0.792703 0.50 0.12 -0.06
H -5.246506 28.858308 -2.834775 0.20 -0.19 -0.06
H -3.715912 29.025022 -1.878889 -0.04 0.16 -0.34
H -5.134604 29.991319 -1.509733 -0.04 -0.08 0.16
H -4.813714 28.181379 0.118653 0.06 -0.19 -0.03
H -4.729209 26.951737 -1.148663 -0.10 -0.05 -0.09
H -6.974672 28.487451 -0.441561 -0.23 -0.08 -0.03
C -6.423283 21.192439 3.061130 0.43 -0.31 -0.13
C -6.308031 19.695502 2.859200 0.08 0.00 -0.11
O -5.271583 19.214695 3.738414 -0.37 0.10 -0.31
H -5.470916 21.650583 2.781932 -0.09 0.16 0.08
H -6.606377 21.396551 4.115519 -0.13 0.11 -0.03
H -7.218838 21.608404 2.447007 -0.09 0.01 0.07
H -6.028321 19.424585 1.835781 -0.11 0.24 -0.07
H -7.277060 19.227375 3.055346 0.19 -0.21 0.24
H -4.818482 18.486981 3.306900 -0.05 -0.12 0.20
C 1.301246 22.168897 -6.944777 0.24 -0.12 0.10
C 0.670683 21.016160 -6.220229 -0.52 -0.46 -0.30
O 0.343692 21.350031 -4.842510 0.70 -0.63 1.16
H 0.675384 23.054884 -6.854091 0.05 0.08 -0.07
H 1.404675 21.900708 -7.995783 0.00 0.11 -0.04
H 2.301126 22.370494 -6.555476 -0.01 0.17 -0.05
H 1.277418 20.108768 -6.242889 0.22 0.15 0.30
H -0.256527 20.719410 -6.713494 -0.08 0.15 0.13
H -0.517360 21.863008 -4.854691 -0.15 -0.14 0.05
```
Forces are in eV/Å.

The calculation puts the HOMO energy at -12.7 eV. The calculation puts the max |F| at 5.679 eV/Å. The charge is +2. As for the LUMO energy: -8.077 eV.